# 1
Entry from OMol25: a cluster of 2 separate species, C11H15N in total at a distorted geometry (ωB97M-V/def2-TZVPD).

```
27
Properties=species:S:1:pos:R:3
N 0.453 1.565 -0.690
C -2.979 -1.038 -2.227
C 1.488 0.725 -0.364
C 1.565 0.425 1.055
C 2.185 -0.737 1.538
C 3.081 -0.862 -0.771
C -2.774 -0.251 -1.003
C -0.221 1.746 0.610
C 2.870 -1.492 0.499
C 2.379 0.149 -1.294
C -0.228 0.742 2.944
C 0.432 1.128 1.621
H -3.198 -2.108 -1.918
H -1.920 -0.568 -0.338
H -0.011 1.542 3.471
H 2.132 0.290 -2.429
H 2.815 -2.421 0.415
H 3.343 -1.535 -1.692
H -1.343 0.765 2.826
H 0.381 2.041 -1.501
H -2.538 0.796 -1.231
H 2.284 -0.974 2.606
H -0.992 2.446 0.688
H -3.572 -0.226 -0.236
H -2.032 -1.190 -2.797
H 0.132 -0.245 3.218
H -3.732 -0.714 -2.997
```

The gap between HOMO and LUMO comes out at 8.75 eV. The value obtained for the HOMO energy is -7.9 eV. As for the SMILES: Cc1c[nH]c2ccccc12.CC. For the energy relative to the best compared isomer or geometry (same formula, charge and spin), the calculation gives 92.0 kcal per mole. The calculation puts the LUMO energy at 0.88 eV.

# 2
Entry from OMol25: a cluster of 2 separate species, C11H15N in total at a distorted geometry (ωB97M-V/def2-TZVPD).

```
27
Properties=species:S:1:pos:R:3
N -1.938 1.910 0.718
C -1.674 -0.515 0.424
C 0.667 -1.228 0.101
C -1.175 0.748 0.471
C -0.728 -1.535 0.238
C 1.141 0.050 0.310
C 0.177 1.021 0.625
C 0.276 2.388 1.093
C -0.990 2.881 1.101
C 0.834 -4.107 -2.061
C 1.496 3.115 1.512
C 1.098 -3.203 -3.275
H 0.324 -2.421 -3.238
H 1.170 -3.786 -4.244
H 2.059 -2.655 -3.352
H -1.343 3.831 1.471
H 2.174 0.348 0.426
H -1.067 -2.572 0.172
H -2.876 2.231 0.594
H 0.550 -3.531 -1.200
H 1.576 4.080 1.019
H -0.013 -4.707 -2.380
H 1.388 -2.001 -0.072
H 2.361 2.467 1.461
H -2.723 -0.795 0.201
H 1.519 -4.917 -1.822
H 1.331 3.293 2.579
```

The gap between HOMO and LUMO comes out at 8.66 eV. The value obtained for the HOMO energy is -7.7 eV. As for the SMILES: Cc1c[nH]c2ccccc12.CC. For the energy relative to the best compared isomer or geometry (same formula, charge and spin), the calculation gives 28.1 kcal per mole. The calculation puts the LUMO energy at 0.97 eV.

# 3
Entry from OMol25: a cluster of 2 separate species, C11H15N in total at a distorted geometry (ωB97M-V/def2-TZVPD).

```
27
Properties=species:S:1:pos:R:3
N -0.095 -0.425 -1.548
C -2.477 -0.050 -0.896
C 1.513 -1.601 1.516
C 2.949 3.728 -0.839
C 0.604 -1.289 0.411
C -0.796 -1.182 0.491
C -1.227 -0.564 -0.690
C -3.052 -1.082 1.242
C 4.179 3.126 -0.192
C 0.967 -0.735 -0.851
C -3.412 -0.334 0.120
C -1.766 -1.501 1.479
H 1.693 -2.689 1.604
H 4.059 2.067 0.086
H 2.349 4.324 -0.147
H 2.003 -0.700 -1.141
H 2.493 -1.149 1.406
H -2.694 0.660 -1.688
H 2.298 3.043 -1.383
H -3.840 -1.326 1.942
H -0.158 0.289 -2.264
H -1.437 -2.000 2.382
H -4.433 -0.024 -0.038
H 5.021 3.107 -0.879
H 3.212 4.462 -1.611
H 1.081 -1.417 2.493
H 4.512 3.547 0.757
```

The gap between HOMO and LUMO (alpha / beta) comes out at 9.17 / 6.78 eV. The value obtained for the HOMO energy (alpha / beta) is -13.0 / -13.7 eV. For the energy relative to the best compared isomer or geometry (same formula, charge and spin), the calculation gives 11.6 kcal per mole. Its spin multiplicity is 2. The net charge is +1. As for the expectation value of S²: 0.775. The calculation puts the LUMO energy (alpha / beta) at -3.80 / -6.90 eV.

# 4
Entry from OMol25: the ion C11H15N2 with charge +1 at a distorted geometry (ωB97M-V/def2-TZVPD).

```
28
Properties=species:S:1:pos:R:3
N -1.239 -0.302 -2.200
N -0.719 -2.082 1.137
C 2.402 0.244 -0.019
C -0.821 -0.851 1.849
C 0.352 0.913 -0.913
C 0.733 -1.448 -0.750
C 0.656 2.250 -0.488
C 2.729 1.580 0.246
C 0.011 -2.310 -0.003
C 1.169 -0.080 -0.483
C -0.740 0.842 -1.761
C 1.824 2.592 0.123
C -2.160 -0.278 1.329
H -2.455 0.639 1.608
H -3.014 -0.876 1.690
H -1.070 1.765 -2.178
H 1.799 3.596 0.286
H -0.699 -1.047 -1.712
H -0.138 3.059 -0.703
H -1.076 -2.746 1.731
H 0.065 -0.204 1.562
H -0.218 -3.304 -0.321
H 3.647 1.803 0.863
H 3.168 -0.458 0.266
H -0.999 -0.909 2.998
H -2.447 -0.151 0.263
H -1.934 -0.242 -2.877
H 1.175 -1.993 -1.541
```

The gap between HOMO and LUMO comes out at 7.31 eV. The value obtained for the HOMO energy is -12.0 eV. As for the SMILES: CC\[NH+]=C/C=c1\cccc\c1=C\N. For the energy relative to the best compared isomer or geometry (same formula, charge and spin), the calculation gives 52.6 kcal per mole. The net charge is +1. The calculation puts the LUMO energy at -4.67 eV.

# 5
Entry from OMol25: a cluster of 2 separate species, C11H15N2 in total at a distorted geometry (ωB97M-V/def2-TZVPD).

```
28
Properties=species:S:1:pos:R:3
N -1.919 -0.375 0.725
N -3.218 -0.149 -1.161
C 2.203 0.775 0.891
C -1.092 -0.800 1.537
C 1.384 0.009 -1.212
C 1.475 2.325 -0.762
C 2.045 2.101 0.461
C -3.099 0.280 1.018
C -1.868 -0.536 -0.705
C 2.223 -1.679 0.422
C -3.893 0.323 -0.065
C 1.087 1.280 -1.609
C 1.936 -0.288 0.024
H -1.262 -0.680 2.634
H -0.246 -1.258 1.361
H 1.081 -0.784 -1.904
H 1.279 -2.335 0.166
H 2.622 -1.771 1.474
H -3.443 0.582 1.969
H 0.599 1.622 -2.548
H 3.051 -2.150 -0.136
H -1.048 0.080 -1.172
H -3.392 0.190 -2.052
H 2.556 0.515 1.909
H -4.929 0.578 -0.326
H -1.842 -1.609 -0.904
H 1.295 3.329 -1.004
H 2.430 2.817 1.199
```

The gap between HOMO and LUMO comes out at 7.86 eV. The value obtained for the HOMO energy is -12.2 eV. For the energy relative to the best compared isomer or geometry (same formula, charge and spin), the calculation gives 50.2 kcal per mole. The net charge is +1. The calculation puts the LUMO energy at -4.29 eV.

# 6
Entry from OMol25: the ion C11H15N2O2 with charge +1 at a distorted geometry (ωB97M-V/def2-TZVPD).

```
30
Properties=species:S:1:pos:R:3
O -3.491 0.831 0.734
O -2.191 0.364 -0.942
N -0.161 -1.705 0.513
N -2.480 -1.250 0.790
C -3.185 2.183 0.409
C 3.956 -0.532 -0.340
C 4.361 0.718 0.062
C -2.597 -0.052 0.235
C -1.596 -0.467 -1.978
C 2.649 -0.993 -0.333
C -1.406 -2.164 0.582
C 0.245 -0.447 0.445
C 1.614 -0.106 0.193
C 3.332 1.523 0.491
C 2.040 1.149 0.503
H 0.564 -2.362 0.155
H -0.363 0.301 0.896
H -3.051 -1.524 1.559
H -1.519 -3.170 0.758
H 1.329 1.905 0.984
H -2.148 2.315 0.050
H 5.378 0.983 -0.033
H -0.851 0.201 -2.479
H -3.376 2.615 1.514
H -1.125 -1.319 -1.429
H -2.469 -0.856 -2.617
H -4.032 2.453 -0.148
H 4.652 -1.337 -0.597
H 3.445 2.590 0.856
H 2.475 -1.845 -0.832
```

The gap between HOMO and LUMO (alpha / beta) comes out at 6.79 / 6.79 eV. The value obtained for the HOMO energy (alpha / beta) is -10.5 / -10.5 eV. For the energy relative to the best compared isomer or geometry (same formula, charge and spin), the calculation gives 75.5 kcal per mole. The net charge is +1. The calculation puts the LUMO energy (alpha / beta) at -3.75 / -3.75 eV.

M
In order: 161.2, 161.2, 161.2, 175.3, 175.3, 207.3
Unit: g mol⁻¹
DFT total energy
In order: -13136.802, -13139.573, -13132.706, -14621.460, -14621.561, -18714.768
Unit: eV